No. 1
C20H23EuNO9PSTe as an isolated structure at a distorted geometry, computed with wB97M-V/def2-TZVPD.

## Properties
Molar mass, g mol⁻¹: 764.01
HOMO (alpha / beta), eV: -3.65 / -5.17
Kohn-Sham gap (alpha / beta), eV: 5.69 / 7.20
Multiplicity: 8
Charge: -1

Cartesian coordinates (Å):
Eu (-0.4962, -0.5083, -1.2069)
O (-1.5441, 0.2153, 5.5766)
C (-0.5463, -0.5361, 5.4735)
O (0.2253, -1.0426, 6.2882)
C (-0.3619, -0.8177, 3.9476)
C (-1.1008, -1.8060, 3.2978)
C (-1.1047, -1.8512, 1.9196)
N (-0.4735, -0.9563, 1.1513)
C (0.2406, 0.0006, 1.7767)
C (0.3591, 0.0699, 3.1496)
C (0.8791, 1.0789, 0.8954)
O (1.6747, 1.8619, 1.4004)
O (0.4649, 1.0939, -0.3220)
H (-1.6815, -2.5223, 3.8650)
H (-1.6384, -2.6320, 1.3862)
H (0.9654, 0.8520, 3.5859)
C (-0.1643, 4.8574, 1.3112)
C (-1.1512, 3.7782, 0.9948)
C (-1.6077, 3.5864, -0.3082)
C (-2.4144, 2.5125, -0.6335)
C (-2.7843, 1.6117, 0.3579)
C (-2.3905, 1.8180, 1.6750)
C (-1.5788, 2.8957, 1.9833)
S (-3.6756, 0.1046, -0.0210)
C (-4.9075, 0.7851, -1.1628)
O (-2.7398, -0.6671, -0.9346)
H (-0.0850, 5.5756, 0.4955)
H (0.8110, 4.3844, 1.4537)
H (-0.4213, 5.3828, 2.2321)
H (-1.3067, 4.2767, -1.0867)
H (-2.7736, 2.4116, -1.6465)
H (-2.7027, 1.1344, 2.4581)
H (-1.2470, 3.0297, 3.0059)
H (-4.4039, 1.0785, -2.0804)
H (-5.3997, 1.6343, -0.6917)
H (-5.6280, -0.0025, -1.3748)
C (4.5360, -2.4143, -4.3587)
C (3.0894, -1.9820, -4.4513)
O (2.3008, -2.7864, -3.5513)
P (1.2888, -2.0858, -2.5423)
O (0.6842, -0.8262, -3.0995)
Te (-0.4010, -3.4974, -1.6639)
O (2.1935, -1.4973, -1.3198)
C (3.0456, -2.3677, -0.5440)
C (2.5845, -2.4503, 0.8947)
H (5.1382, -1.8364, -5.0613)
H (4.6284, -3.4735, -4.5992)
H (4.9201, -2.2495, -3.3518)
H (2.6928, -2.1464, -5.4537)
H (2.9689, -0.9277, -4.2017)
H (4.0475, -1.9382, -0.5953)
H (3.0668, -3.3605, -1.0015)
H (2.5525, -1.4570, 1.3401)
H (3.2839, -3.0608, 1.4694)
H (1.5958, -2.9027, 0.9543)
O (-2.0208, -0.0810, -3.8732)
C (-1.4863, 0.6531, -3.2022)

Calculated atomic charges, method Mulliken, unit e: Eu 0.316; O -0.690; C -0.025; O -0.699; C 0.627; C -0.766; C -0.830; N 0.848; C 0.438; C -0.782; C 0.669; O -0.798; O -0.537; H 0.419; H 0.391; H 0.572; C -1.546; C 1.006; C -0.941; C -0.403; C 0.718; C -0.651; C -0.513; S 0.393; C -1.015; O -0.333; H 0.379; H 0.290; H 0.375; H 0.301; H 0.278; H 0.472; H 0.387; H 0.235; H 0.422; H 0.400; C -1.128; C -0.187; O -0.460; P 0.851; O -0.630; Te -0.425; O -0.039; C -0.416; C -0.900; H 0.370; H 0.284; H 0.247; H 0.321; H 0.294; H 0.267; H 0.432; H 0.191; H 0.457; H 0.102; O -0.219; C 0.181



No. 2
One molecule with the formula C20H23FN2O2S, computed with wB97M-V/def2-TZVPD.

## Properties
Molar mass, g mol⁻¹: 374.48
HOMO, eV: -8.78
Kohn-Sham gap, eV: 9.13
Structure (SMILES): Cc1ccc(CNC(=O)[C@H]2CCC(=O)N(CCc3cccc(F)c3)C2)s1

Cartesian coordinates (Å):
C (-6.3780, -2.4314, 0.6067)
C (-5.6136, -1.1838, 0.3445)
C (-5.5896, -0.0333, 1.0656)
C (-4.7429, 0.9586, 0.5178)
C (-4.1297, 0.5649, -0.6277)
S (-4.5797, -1.0628, -1.0457)
C (-3.1397, 1.3110, -1.4581)
N (-1.7829, 0.8791, -1.1745)
C (-0.8842, 1.6652, -0.5443)
O (-1.1171, 2.8109, -0.2248)
C (0.4658, 0.9792, -0.3269)
C (1.2552, 1.7498, 0.7440)
N (2.6782, 1.5466, 0.6372)
C (3.2993, 1.7451, -0.5487)
O (4.5031, 1.6628, -0.6934)
C (2.3275, 2.0254, -1.6741)
C (1.2499, 0.9421, -1.6541)
H (0.5729, 1.0792, -2.4997)
H (1.7330, -0.0315, -1.7655)
H (1.8739, 3.0096, -1.5429)
H (2.8744, 2.0146, -2.6165)
C (3.4448, 1.1546, 1.7962)
H (3.2735, 1.8624, 2.6143)
H (4.4919, 1.2178, 1.4926)
C (3.1113, -0.2713, 2.2706)
C (2.9769, -1.2309, 1.1213)
C (4.0090, -1.3888, 0.2046)
C (3.8388, -2.2550, -0.8580)
C (2.6728, -2.9760, -1.0466)
C (1.6532, -2.8220, -0.1249)
C (1.8057, -1.9593, 0.9474)
H (1.0038, -1.8570, 1.6655)
H (0.7351, -3.3783, -0.2442)
H (2.5794, -3.6395, -1.8915)
F (4.8434, -2.4097, -1.7432)
H (4.9315, -0.8384, 0.2937)
H (3.9100, -0.6008, 2.9390)
H (2.1815, -0.2664, 2.8430)
H (0.9291, 1.4430, 1.7380)
H (1.0128, 2.8152, 0.6313)
H (0.2846, -0.0453, 0.0093)
H (-1.5573, -0.0830, -1.3736)
H (-3.1804, 2.3761, -1.2169)
H (-3.3458, 1.1672, -2.5243)
H (-4.5989, 1.9302, 0.9551)
H (-6.1617, 0.1079, 1.9653)
H (-5.7050, -3.2812, 0.7185)
H (-6.9612, -2.3231, 1.5180)
H (-7.0545, -2.6495, -0.2195)

Calculated atomic charges, method natural (NBO), unit e: C -0.638; C -0.171; C -0.267; C -0.234; C -0.206; S 0.387; C -0.264; N -0.613; C 0.695; O -0.633; C -0.318; C -0.222; N -0.452; C 0.697; O -0.638; C -0.504; C -0.389; H 0.219; H 0.220; H 0.227; H 0.241; C -0.213; H 0.199; H 0.244; C -0.438; C 0.018; C -0.289; C 0.413; C -0.298; C -0.195; C -0.244; H 0.211; H 0.216; H 0.231; F -0.322; H 0.246; H 0.229; H 0.205; H 0.213; H 0.228; H 0.228; H 0.396; H 0.255; H 0.206; H 0.228; H 0.222; H 0.223; H 0.226; H 0.224



No. 3
C20H23GaN5S3 as an isolated structure, computed with wB97M-V/def2-TZVPD.

## Properties
Molar mass, g mol⁻¹: 499.36
HOMO, eV: -17.20
Kohn-Sham gap, eV: 7.57
Charge: +3

Cartesian coordinates (Å):
Ga (0.7177, 0.5382, -0.0981)
C (0.2012, 3.8011, 1.0765)
C (-1.0458, 3.0980, 1.5992)
S (-1.4901, 1.6859, 0.5627)
C (-1.9869, 0.4148, 1.7505)
C (-1.0010, 0.1040, 2.8715)
S (0.7450, -0.0510, 2.3794)
C (1.5100, 1.4099, 3.1620)
C (2.3668, 2.2543, 2.2324)
S (1.6246, 2.7697, 0.6667)
H (0.5356, 4.5543, 1.7917)
H (-0.0107, 4.3224, 0.1419)
H (-1.8769, 3.8023, 1.5636)
H (-0.9421, 2.7634, 2.6265)
H (-2.1715, -0.4640, 1.1307)
H (-2.9441, 0.7143, 2.1784)
H (-1.2765, -0.8553, 3.3098)
H (-1.0424, 0.8368, 3.6745)
H (2.1470, 1.0273, 3.9597)
H (0.7239, 1.9954, 3.6295)
H (3.2735, 1.7273, 1.9294)
H (2.6829, 3.1623, 2.7486)
N (-2.8177, -0.6696, -2.4284)
C (-1.7358, 0.0090, -2.1249)
N (-0.7993, -0.4400, -1.3047)
C (-0.9320, -1.7370, -0.7711)
N (0.0817, -2.2879, -0.1725)
N (1.1434, -1.4229, -0.2803)
C (2.2822, -1.7764, -0.7007)
C (3.1443, -0.6756, -1.1526)
C (4.3964, -0.8917, -1.6787)
C (5.0564, 0.1702, -2.2925)
C (4.4277, 1.3995, -2.3649)
C (3.1766, 1.5512, -1.7857)
N (2.5434, 0.5396, -1.1798)
C (-2.1914, -2.4352, -0.9287)
C (-2.4721, -3.6453, -0.2878)
C (-3.6732, -4.2780, -0.5243)
C (-4.6004, -3.7229, -1.4119)
C (-4.3349, -2.5326, -2.0616)
C (-3.1297, -1.8956, -1.8092)
H (-3.4555, -0.2991, -3.1234)
H (-1.6147, 0.9817, -2.5854)
H (2.5435, -2.8166, -0.8766)
H (4.8429, -1.8764, -1.6278)
H (6.0377, 0.0268, -2.7258)
H (4.8902, 2.2390, -2.8651)
H (2.6702, 2.5037, -1.8167)
H (-1.7352, -4.0777, 0.3759)
H (-3.8958, -5.2142, -0.0314)
H (-5.5372, -4.2311, -1.5976)
H (-5.0522, -2.1060, -2.7527)

Calculated atomic charges, method natural (NBO), unit e: Ga 1.355; C -0.558; C -0.554; S 0.352; C -0.542; C -0.540; S 0.348; C -0.533; C -0.549; S 0.361; H 0.286; H 0.271; H 0.289; H 0.236; H 0.253; H 0.285; H 0.289; H 0.255; H 0.288; H 0.241; H 0.264; H 0.288; N -0.469; C 0.374; N -0.709; C 0.404; N -0.315; N -0.414; C 0.160; C 0.129; C -0.168; C -0.076; C -0.203; C 0.086; N -0.587; C -0.104; C -0.157; C -0.167; C -0.115; C -0.207; C 0.132; H 0.457; H 0.234; H 0.258; H 0.268; H 0.273; H 0.274; H 0.230; H 0.255; H 0.260; H 0.261; H 0.249



No. 4
C20H23IN2OPSSr as an isolated structure at a distorted geometry, computed with wB97M-V/def2-TZVPD.

## Properties
Molar mass, g mol⁻¹: 584.98
HOMO, eV: -9.68
Kohn-Sham gap, eV: 7.18
Charge: +1

Cartesian coordinates (Å):
Sr (-1.7924, 0.9200, -0.4683)
N (1.1035, -0.0841, 1.6269)
P (1.1125, -0.0424, -0.1324)
C (1.6614, -1.7667, -0.5088)
C (3.0061, -2.0790, -0.1828)
C (3.4151, -3.3966, -0.2138)
C (2.6634, -4.2996, -0.9467)
C (1.3766, -3.9929, -1.3958)
C (0.8326, -2.7505, -1.0496)
C (2.5385, 0.9831, -0.4801)
C (2.8111, 2.0288, 0.3706)
C (3.9980, 2.8059, 0.1856)
C (4.7763, 2.6176, -0.9332)
C (4.5040, 1.5413, -1.7992)
C (3.3269, 0.8149, -1.6371)
C (0.0557, 0.2088, 2.4619)
C (0.3336, 0.1958, 3.8569)
C (-0.7219, 0.4682, 4.7242)
C (-2.0081, 0.5825, 4.1797)
C (-2.2275, 0.4458, 2.7958)
N (-1.1828, 0.3285, 1.9428)
H (2.0425, -0.3223, 2.1075)
H (3.5693, -1.3322, 0.4093)
H (4.3583, -3.7476, 0.2830)
H (2.9688, -5.2944, -1.1552)
H (0.7246, -4.7668, -1.7115)
H (-0.2953, -2.5600, -1.1544)
H (2.1380, 2.2333, 1.2328)
H (4.2337, 3.6070, 0.8993)
H (5.7405, 3.1326, -1.0873)
H (5.1481, 1.4324, -2.6777)
H (2.9753, 0.0880, -2.3936)
H (1.3659, 0.0472, 4.1398)
H (-0.6209, 0.3793, 5.8253)
H (-2.8204, 0.7635, 4.8552)
H (-3.2420, 0.4135, 2.3477)
I (-2.1264, 3.9129, -1.9733)
C (-0.2975, 3.0557, -1.1305)
H (0.0762, 3.8027, -0.4212)
H (0.2458, 3.1187, -2.0428)
C (-5.7006, -1.6130, -1.1162)
S (-5.3993, 0.2481, -1.0390)
C (-5.8200, 0.7967, -2.7457)
O (-3.8602, 0.1624, -1.2166)
H (-6.7734, -1.8763, -1.1841)
H (-5.2110, -1.9748, -0.1560)
H (-5.2794, -1.9036, -2.0451)
H (-6.9430, 0.7771, -2.7817)
H (-5.4170, 0.1235, -3.5206)
H (-5.3632, 1.7668, -2.9440)

Calculated atomic charges, method natural (NBO), unit e: Sr 1.785; N -0.880; P 0.958; C -0.362; C -0.195; C -0.204; C -0.177; C -0.208; C -0.191; C -0.400; C -0.197; C -0.193; C -0.195; C -0.200; C -0.186; C 0.406; C -0.271; C -0.122; C -0.289; C 0.047; N -0.634; H 0.419; H 0.217; H 0.233; H 0.224; H 0.223; H 0.204; H 0.224; H 0.227; H 0.229; H 0.229; H 0.224; H 0.227; H 0.243; H 0.234; H 0.195; I -0.106; C -1.132; H 0.187; H 0.179; C -0.749; S 1.199; C -0.789; O -1.132; H 0.245; H 0.252; H 0.239; H 0.242; H 0.248; H 0.271